--- A ---
Density functional theory data (the ωB97M-V functional and the def2-TZVPD basis) for C3H7N3S in the gas phase.

Geometry as ORCA input:
```
! RIJCOSX wB97M-V def2-TZVPD def2/J DEFGRID3
* xyz 0 1
C -2.3770 -0.5450 0.8150
C -0.6357 1.0220 0.1105
C 2.5802 1.3739 -0.9320
H -2.3639 -1.0713 1.7593
H -2.9488 0.4148 0.8938
H -2.9929 -1.2168 0.1536
H 0.9997 -1.0146 -0.2466
H -1.4435 1.6999 0.3504
H 3.4622 0.7616 -1.1523
H 2.5408 2.4425 -1.0200
N -1.0293 -0.2651 0.3367
N 0.4541 1.5746 -0.2707
N 1.5179 0.7463 -0.5505
S -0.0786 -1.7195 0.1683
*
```

Summary:
SMILES string   C=N/N=C\N(C)S
Gap between HOMO and LUMO   8.821 eV
LUMO energy   0.85 eV



--- B ---
Density functional theory data (the ωB97M-V functional and the def2-TZVPD basis) for 2 unconnected molecules or ions with the total composition C3H7N3S.

Geometry as ORCA input:
```
! RIJCOSX wB97M-V def2-TZVPD def2/J DEFGRID3
* xyz 0 1
C -2.0457 -0.2821 -0.5496
C -2.3372 -1.4406 -0.4708
C 0.4583 -0.0702 1.7115
N 1.2402 0.3953 -1.6852
N 0.4643 0.0094 -0.7425
N 0.7534 0.6082 0.3933
S 2.3959 1.6136 -1.6915
H -2.2340 0.6450 -0.9699
H -2.2107 -2.3076 0.0523
H 0.9942 0.4278 2.5443
H -0.6786 0.2217 1.8641
H 0.5927 -1.0415 1.7224
H 1.0035 0.0025 -2.5331
H 1.6037 1.2186 0.3547
*
```

Summary:
Gap between HOMO and LUMO (alpha / beta)   8.390 / 8.391 eV
LUMO energy (alpha / beta)   0.36 / 0.36 eV



--- C ---
Density functional theory data (the ωB97M-V functional and the def2-TZVPD basis) for C3H7N3S in the gas phase.

Geometry as ORCA input:
```
! RIJCOSX wB97M-V def2-TZVPD def2/J DEFGRID3
* xyz 0 1
C 2.8461 -0.2390 0.0467
C -0.5970 1.1217 0.0498
C -2.2712 -0.6635 -0.3785
H 3.1506 0.5762 -0.4515
H 3.7969 -1.0158 0.1424
H 2.9505 0.2662 1.1204
H -0.4449 2.2693 0.2742
H -2.5732 1.2222 -0.8667
H -3.0829 -1.0105 -1.1195
H -1.5134 -1.2897 1.3062
N 0.5752 0.5792 0.2442
N -1.8952 0.6971 -0.3619
N -2.0734 -1.6137 0.5234
S 1.1317 -0.8997 -0.5292
*
```

Summary:
SMILES string   [H]/N=C\N/C=N\SC
Gap between HOMO and LUMO   9.197 eV
LUMO energy   0.73 eV



Each structure's energy above the most stable one, in hartree: A 0.0000; B 0.1149; C 0.0285.



--- A ---
Density functional theory data (the ωB97M-V functional and the def2-TZVPD basis) for C3H7N3S in the gas phase.

Geometry as ORCA input:
```
! RIJCOSX wB97M-V def2-TZVPD def2/J DEFGRID3
* xyz 0 1
C 2.7252 0.1027 -0.2383
C 1.3625 -0.8273 0.0792
C -1.2217 1.1355 0.1040
H 2.4995 1.1024 -0.8192
H 3.4557 -0.6306 -0.9868
H 3.1198 0.6063 0.8359
H 1.4242 -1.9080 0.2458
H -1.8111 2.0320 0.0561
H -1.6360 -0.9623 0.2306
H -4.1597 -0.7793 1.1450
N 0.1681 -0.6014 -0.1843
N 0.0513 0.9012 -0.1055
N -2.1583 0.0346 -0.0940
S -3.8195 -0.2057 -0.2684
*
```

Summary:
SMILES string   C/C=N\N=C/NS
Gap between HOMO and LUMO   9.051 eV
LUMO energy   0.64 eV



--- B ---
Density functional theory data (the ωB97M-V functional and the def2-TZVPD basis) for C3H7N3S in the gas phase.

Geometry as ORCA input:
```
! RIJCOSX wB97M-V def2-TZVPD def2/J DEFGRID3
* xyz 0 1
C -1.1524 -0.9610 -0.2483
C 0.1585 -0.1178 -0.2714
C 0.8603 2.1190 0.5797
H -0.4946 -2.7406 0.3786
H -0.4773 -2.5898 -1.2578
H -1.7253 -0.5112 -1.0742
H -1.7158 -0.7427 0.6640
H -0.9934 1.1922 0.5747
H 0.3653 3.0230 0.8902
H 2.4774 1.2207 0.1962
N -0.9828 -2.3684 -0.4034
N -0.0034 1.0088 0.4754
N 2.0957 2.1630 0.4080
S 1.5878 -0.6952 -0.9116
*
```

Summary:
SMILES string   [H]/N=C\NC(=S)CN
Gap between HOMO and LUMO   8.867 eV
LUMO energy   0.10 eV



--- C ---
Density functional theory data (the ωB97M-V functional and the def2-TZVPD basis) for a molecular structure, C3H7N3S.

Geometry as ORCA input:
```
! RIJCOSX wB97M-V def2-TZVPD def2/J DEFGRID3
* xyz 0 1
C 0.8287 2.7469 -0.9165
C -0.9717 0.3227 1.1937
C 0.7477 -2.3206 -1.1357
H 1.6498 2.3564 -1.7082
H -0.0818 3.3204 -1.5019
H 1.6211 3.6027 -0.1380
H 0.2634 0.5742 -1.1106
H -1.5952 0.3283 2.2494
H 0.9128 -2.3973 -2.1879
H 0.8182 -3.1881 -0.3862
N 0.2942 1.3629 -0.3700
N -0.5707 1.5267 0.8061
N 0.1906 -1.2296 -0.8678
S -0.4134 -1.2943 0.8098
*
```

Summary:
Gap between HOMO and LUMO   8.526 eV
LUMO energy   0.64 eV



Each structure's energy above the most stable one, in hartree: A 0.1841; B 0.0000; C 0.1860.



--- A ---
Density functional theory data (the ωB97M-V functional and the def2-TZVPD basis) for 2 unconnected molecules or ions with the total composition C3H7N3S.

Geometry as ORCA input:
```
! RIJCOSX wB97M-V def2-TZVPD def2/J DEFGRID3
* xyz 0 1
C -2.3391 -0.0844 -0.7495
C 0.4633 -2.1637 0.4065
C 1.8107 1.5072 0.0674
N -1.8716 0.6066 0.1788
N -1.4401 1.2939 0.9741
N 0.7392 -0.9467 0.3140
S 1.2791 0.0578 -0.8646
H -1.9701 -0.1385 -1.7000
H -3.2801 -0.4042 -0.4597
H 0.2850 -2.4291 1.3521
H 0.5171 -2.8086 -0.4772
H 2.6471 1.9863 -0.4237
H 2.1024 1.2986 1.1683
H 1.0570 2.2246 0.2134
*
```

Summary:
Gap between HOMO and LUMO   9.400 eV
LUMO energy   0.92 eV



--- B ---
Density functional theory data (the ωB97M-V functional and the def2-TZVPD basis) for C3H7N3S in the gas phase.

Geometry as ORCA input:
```
! RIJCOSX wB97M-V def2-TZVPD def2/J DEFGRID3
* xyz 0 1
C 1.2887 0.0568 0.6494
C 2.2694 -0.1555 -0.4060
C -2.6412 0.1209 -0.1174
N 0.6066 1.3676 0.6677
N -0.5788 1.4718 0.4480
N -1.3445 0.1902 0.5331
S -0.1967 -1.0808 0.3607
H 1.7381 -0.0639 1.6101
H 2.2815 -1.2424 -0.7887
H 3.2227 0.0835 -0.1727
H 1.9531 0.3506 -1.2921
H -2.5082 0.1522 -1.3974
H -3.0478 -0.8602 -0.0275
H -3.3116 0.8888 0.2853
*
```

Summary:
SMILES string   C[C@H]1N=NN(C)S1
Gap between HOMO and LUMO   8.929 eV
LUMO energy   0.85 eV



Each structure's energy above the most stable one, in hartree: A 0.0267; B 0.0000.



--- A ---
Density functional theory data (the ωB97M-V functional and the def2-TZVPD basis) for 2 unconnected molecules or ions with the total composition C2H2Cl3NO.

Geometry as ORCA input:
```
! RIJCOSX wB97M-V def2-TZVPD def2/J DEFGRID3
* xyz 0 1
C -1.4267 -0.0203 0.7183
C 1.2777 0.0220 -0.1468
N -2.0043 0.0145 -0.2976
O -2.3776 0.0106 -1.4411
Cl 2.8947 0.2963 -1.0334
Cl 0.8763 -1.6677 -0.4296
Cl 1.5110 0.4007 1.5402
H -1.3977 0.0939 1.7323
H 0.6466 0.8499 -0.6424
*
```

Summary:
SMILES string   C#[N+][O-].ClC(Cl)Cl
Gap between HOMO and LUMO   10.721 eV
LUMO energy   0.38 eV



--- B ---
Density functional theory data (the ωB97M-V functional and the def2-TZVPD basis) for C2H2Cl3NO in the gas phase.

Geometry as ORCA input:
```
! RIJCOSX wB97M-V def2-TZVPD def2/J DEFGRID3
* xyz 0 1
C -0.0879 0.0062 -0.5249
C -0.4162 1.6439 -0.6140
N 0.6082 -0.5840 0.5043
O 1.0688 -0.5785 -0.8917
Cl -1.8528 2.0365 0.2818
Cl 0.9047 2.7203 0.1433
Cl -0.5936 2.0721 -2.2451
H -1.1011 -0.5723 -0.6998
H 1.1977 0.1628 0.9102
*
```

Summary:
SMILES string   ClC(Cl)(Cl)[C@@H]1NO1
Gap between HOMO and LUMO   11.325 eV
LUMO energy   0.39 eV



Each structure's energy above the most stable one, in hartree: A 0.0153; B 0.0000.